[1]
DFT (wB97M-V/def2-TZVPD) results for 2 unconnected molecules or ions with the total composition C11H22ClN4O3 at a distorted geometry.

Output
* charge: +1
* E: -36375.897 eV

Cartesian coordinates (Å):
C: -0.20320 2.36197 1.09273
C: 0.68579 0.99844 0.82782
C: 0.03098 -0.37073 1.44767
O: -0.36628 -0.20144 2.85476
N: -1.12737 -0.94141 0.64507
C: -1.18260 -0.32768 -0.73732
N: -2.38142 0.04093 -1.29590
C: -3.75133 -0.09595 -0.66862
C: -3.99383 0.80646 0.67881
C: -4.30308 2.39372 0.40930
Cl: -3.76048 3.03524 -1.24215
N: 0.08515 -0.03904 -1.54914
C: 1.09480 0.75463 -0.74861
N: 1.50911 2.04790 -1.47546
C: 2.77509 2.37395 -0.97800
O: 4.00276 2.80222 -0.57791
H: -0.49868 2.86255 0.06091
H: -1.24184 2.04145 1.58605
H: 0.31123 3.13972 1.79945
H: 1.71473 1.17088 1.40572
H: 0.89844 -1.18791 1.44289
H: 0.21713 0.55184 3.21505
H: -0.85608 -1.95461 0.47474
H: -2.34993 0.48213 -2.26221
H: -4.60452 0.04430 -1.49111
H: -3.84725 -1.23533 -0.32904
H: -4.97053 0.36387 1.20146
H: -3.12952 0.64577 1.48662
H: -3.67636 2.99914 1.22461
H: -5.42533 2.70130 0.55774
H: 0.48248 -0.91310 -1.95705
H: 2.08990 0.09628 -0.72459
C: 4.41213 -3.73673 -1.10076
C: 3.94400 -2.35786 -0.68388
O: 2.63840 -2.43544 -0.13103
H: 3.72752 -4.16885 -1.83788
H: 5.41574 -3.69368 -1.53332
H: 4.42677 -4.41674 -0.24275
H: 3.90977 -1.68768 -1.54787
H: 4.61638 -1.92429 0.06276
H: 2.68133 -3.02620 0.64045

Here are the natural (NBO) charges for atoms 1 to 2, given in e: -0.68 -0.29

***

[2]
DFT (wB97M-V/def2-TZVPD) results for a molecular structure, C11H22GaN6O5 at a distorted geometry.

Output
* charge: +1
* E: -83308.966 eV

Cartesian coordinates (Å):
O: -0.16260 3.26339 0.45304
H: -0.02168 3.93923 1.14248
Ga: 0.25538 -0.00373 -0.08984
N: -0.77416 -0.30756 -1.78112
N: 1.31875 -1.47512 -0.97110
O: -2.01016 0.27620 -1.95989
O: 2.56340 -1.98473 -0.59222
C: -0.29449 -1.23262 -2.61826
C: 0.94026 -1.84434 -2.18478
C: -1.00281 -1.60854 -3.87705
C: 1.78161 -2.79752 -2.96092
H: -1.79513 -0.85869 -4.03340
H: -1.44700 -2.61680 -3.79778
H: -0.28690 -1.61337 -4.71631
H: 2.49408 -3.27882 -2.27657
H: 2.36202 -2.25121 -3.72788
H: 1.15281 -3.54936 -3.46450
H: -1.91700 1.25971 -1.63911
H: 2.74595 -1.56645 0.27192
O: -0.93570 -1.94377 0.61692
H: -1.86844 -2.15571 0.44874
H: -0.42481 -2.77234 0.45322
C: 1.28251 1.55321 -0.58904
H: 0.73648 2.51795 -0.15842
H: 1.35261 1.56743 -1.69143
H: 2.27150 1.50233 -0.11870
O: -1.94082 2.80767 -1.26129
H: -1.40527 3.08259 -0.40390
H: -1.43129 3.20592 -1.97264
N: -1.54577 1.72473 3.04331
C: -2.69185 1.95019 2.32623
C: -2.52855 1.34937 1.12313
N: -1.26974 0.78425 1.08459
C: -0.69054 0.98613 2.27760
C: 0.55160 0.34905 2.66218
N: 1.33518 -0.37735 1.84189
C: 2.27563 -1.02758 2.61647
C: 2.02708 -0.72430 3.92758
N: 0.96316 0.14348 3.94344
H: -1.32535 2.11892 3.94491
H: -3.52319 2.51301 2.68130
H: -3.16271 1.31547 0.26021
H: 3.03402 -1.65666 2.19298
H: 2.48944 -1.10419 4.80458
H: 0.52251 0.54051 4.76942

Here are the natural (NBO) charges for atoms 1 to 2, given in e: -1.19 0.46

***

[3]
DFT (wB97M-V/def2-TZVPD) results for C11H22N6O4 in the gas phase at a distorted geometry.

Output
* energy above the lowest of the compared OMol25 structures with the same formula, charge and spin: 123.2 kJ/mol
* SMILES string: [H]/N=C(/N)NCCC[C@H](NC(=O)[C@@H](N)CCC(N)=O)C(=O)O

Cartesian coordinates (Å):
C: 1.36952 -1.76445 2.17310
C: 0.19806 -0.85844 1.71246
C: 1.57397 -2.68145 1.01793
C: 0.52291 -3.75781 0.87174
C: 0.68184 -4.99434 1.66508
C: -0.68926 1.14182 0.60431
C: -1.58345 0.54385 -0.52063
C: -0.10637 2.45233 0.22070
C: 1.06758 2.39860 -0.80936
C: 1.09243 3.58474 -1.72767
C: -0.44537 4.53820 -3.51392
H: 1.75635 -3.14266 3.64371
H: 0.18969 -2.71250 3.41591
H: 2.21408 -1.03902 2.23205
H: 2.50357 -3.12691 1.18189
H: 1.65134 -2.16523 0.04410
H: 0.30361 -4.03778 -0.17492
H: -0.38563 -3.21062 1.13543
H: -1.17677 -5.63715 1.04664
H: -0.36456 -6.68694 2.13847
H: 1.31624 0.46728 0.58643
H: -1.36702 1.27674 1.51615
H: -0.88045 3.07580 -0.16559
H: 0.14665 2.94206 1.20339
H: 2.06126 2.32119 -0.27286
H: 0.92035 1.53272 -1.38387
H: 0.99801 4.53726 -1.29024
H: 2.03663 3.59883 -2.26875
H: -0.81570 2.89666 -2.42182
H: 1.21008 5.56937 -3.49150
H: -2.07388 5.18926 -4.55884
H: -2.09078 3.48622 -4.10660
H: -2.04780 -0.56545 0.84141
N: 1.13914 -2.34986 3.46081
N: -0.50644 -5.73044 1.81377
N: 0.43948 0.26518 0.98833
N: -0.00399 3.47282 -2.67848
N: 0.25021 5.60289 -3.80429
N: -1.74622 4.42405 -3.97517
O: -0.96877 -1.21697 1.98739
O: 1.69709 -5.24369 2.29919
O: -1.46514 0.90471 -1.67602
O: -2.41340 -0.44154 -0.06651

Here are the natural (NBO) charges for atoms 1 to 2, given in e: -0.11 0.72